1.
Computed, not measured: C21H30N6O3PRhS3 as an isolated structure, with ωB97M-V with the def2-TZVPD basis set.

```
65
Properties=species:S:1:pos:R:3
Rh 0.320 -1.189 -0.125
N 4.362 -1.872 1.521
C 3.071 -1.972 1.231
S 2.599 -1.930 -0.466
N 2.195 -2.171 2.175
N 0.961 -2.286 1.713
C 0.082 -2.987 2.319
C -1.149 -3.314 1.628
C -2.130 -4.097 2.225
C -3.195 -4.542 1.458
C -3.227 -4.215 0.112
C -2.226 -3.401 -0.399
N -1.228 -2.938 0.342
H 5.053 -1.819 0.793
H 4.667 -2.040 2.466
H 0.318 -3.465 3.263
H -2.037 -4.371 3.268
H -3.975 -5.150 1.896
H -4.006 -4.587 -0.538
H -2.236 -3.120 -1.444
C 0.056 0.086 3.575
C -1.137 0.145 2.686
N -1.171 -0.127 1.413
C -2.421 0.062 0.863
C -3.365 0.461 1.756
S -2.674 0.629 3.308
C -2.592 -0.158 -0.564
C -3.705 0.022 -1.322
S -3.397 -0.411 -2.950
C -1.774 -0.812 -2.555
N -1.513 -0.621 -1.285
C -0.780 -1.356 -3.523
H 0.972 0.012 2.994
H -0.009 -0.769 4.250
H 0.102 0.978 4.200
H -4.407 0.672 1.578
H -4.678 0.373 -1.017
H -1.127 -2.292 -3.963
H 0.158 -1.544 -3.001
H -0.600 -0.659 -4.342
C 0.245 3.056 -3.546
C 0.045 1.845 -2.660
O 0.507 2.149 -1.320
P 1.173 1.087 -0.336
O 2.711 1.001 -0.663
C 3.582 2.165 -0.755
C 4.025 2.378 -2.185
O 1.144 1.914 1.009
C 0.105 2.841 1.420
C 0.627 4.259 1.339
H -0.358 2.956 -4.447
H 1.285 3.170 -3.845
H -0.068 3.958 -3.020
H 0.586 0.977 -3.047
H -1.018 1.603 -2.594
H 4.433 1.936 -0.116
H 3.072 3.042 -0.356
H 4.474 1.470 -2.585
H 4.762 3.180 -2.215
H 3.182 2.663 -2.811
H -0.148 2.575 2.445
H -0.778 2.716 0.792
H 1.500 4.379 1.978
H -0.146 4.953 1.666
H 0.900 4.503 0.312
```

For the relative energy (zero: lowest compared OMol25 entry of this formula, charge and spin), the calculation gives 1.727 eV. The value obtained for the HOMO energy is -13.821 eV. For the LUMO energy, the calculation gives -7.16 eV. Its total charge is +2. Its multiplicity is 1. For the electronic energy, the calculation gives -3018.52349 Ha. As for the gap between HOMO and LUMO: 6.66 eV.



2.
Computed, not measured: C21H30N7O7P2STi as an isolated structure, with ωB97M-V with the def2-TZVPD basis set.

```
69
Properties=species:S:1:pos:R:3
Ti -0.620 1.111 0.705
C -1.770 0.418 3.632
C -0.237 0.367 3.664
N 0.225 -0.123 2.353
C -0.101 -1.566 2.179
C -0.631 -1.928 0.794
N -1.319 -0.827 0.093
C -2.777 -0.815 0.269
C -3.072 -0.602 1.740
N -2.232 0.523 2.225
H -2.209 -0.468 4.090
H -2.120 1.281 4.196
H 0.181 1.358 3.812
H 0.115 -0.283 4.468
H 1.228 0.022 2.250
H 0.799 -2.156 2.351
H -0.821 -1.831 2.953
H 0.217 -2.214 0.181
H -1.292 -2.797 0.879
H -1.096 -0.938 -0.918
H -3.182 0.013 -0.320
H -3.246 -1.733 -0.095
H -4.130 -0.395 1.903
H -2.823 -1.496 2.311
H -2.772 1.377 2.134
C -1.773 3.261 -3.084
C -0.802 3.019 -4.033
C -0.037 1.872 -3.890
C -0.179 1.057 -2.777
N -1.017 1.384 -1.762
C -1.842 2.417 -1.993
C 0.458 -0.290 -2.858
C 1.661 -0.487 -3.525
C 2.093 -1.778 -3.758
C 1.330 -2.843 -3.310
C 0.167 -2.556 -2.618
N -0.268 -1.315 -2.403
H -2.461 4.092 -3.147
H -0.672 3.667 -4.889
H 0.640 1.574 -4.676
H -2.601 2.612 -1.257
H 2.268 0.355 -3.822
H 3.028 -1.950 -4.276
H 1.631 -3.867 -3.479
H -0.460 -3.352 -2.232
O -2.693 4.263 2.338
P -2.202 4.053 0.830
O -3.094 4.650 -0.156
O -1.972 2.517 0.750
O -0.725 4.684 0.811
P 0.588 3.896 1.338
O 0.116 3.345 2.782
O 1.753 4.757 1.367
O 0.602 2.573 0.524
H -3.342 4.977 2.377
H 0.105 4.061 3.432
C 2.810 -4.446 1.095
C 3.156 -3.237 0.278
C 4.250 -3.204 -0.570
C 4.449 -2.035 -1.283
N 3.644 -0.985 -1.183
C 2.630 -1.092 -0.319
S 1.755 0.450 -0.168
N 2.355 -2.174 0.409
H 3.537 -5.242 0.955
H 1.824 -4.817 0.811
H 2.773 -4.186 2.153
H 4.917 -4.048 -0.664
H 5.285 -1.933 -1.968
```

For the relative energy (zero: lowest compared OMol25 entry of this formula, charge and spin), the calculation gives 1.452 eV. The value obtained for the HOMO energy is -10.779 eV. For the LUMO energy, the calculation gives -3.96 eV. Its total charge is +1. Its multiplicity is 1. For the electronic energy, the calculation gives -3658.78975 Ha. As for the gap between HOMO and LUMO: 6.81 eV.



3.
Computed, not measured: a 2-piece molecular cluster, C21H30NO6P overall, with ωB97M-V with the def2-TZVPD basis set.

```
59
Properties=species:S:1:pos:R:3
C -1.693 -3.868 -0.577
C -1.777 -2.737 -1.653
C -1.422 -1.354 -1.034
C -0.087 -0.744 -1.512
C -0.115 -0.675 -3.063
C 1.163 -1.408 -0.924
C 1.263 -1.606 0.632
C 0.463 -0.630 1.492
O 0.463 0.556 1.264
C -0.333 -1.082 2.719
C 0.010 -0.429 3.913
C -0.693 -0.752 5.068
C -1.723 -1.692 5.041
C -2.051 -2.350 3.862
C -1.346 -2.031 2.694
O 1.221 -2.784 -1.388
C 2.051 -3.072 -2.420
O 2.108 -4.118 -2.983
C 2.830 -1.773 -2.693
C 2.563 -0.892 -1.455
P 2.776 0.878 -1.913
O 2.575 1.151 -3.342
O 1.886 1.887 -1.015
O 4.349 1.230 -1.557
H -2.665 -4.026 -0.092
H -1.420 -4.831 -1.029
H -0.910 -3.626 0.149
H -2.797 -2.785 -2.051
H -1.070 -3.048 -2.428
H -2.207 -0.654 -1.357
H -1.523 -1.434 0.053
H -0.070 0.300 -1.161
H 0.324 0.248 -3.451
H 0.289 -1.562 -3.559
H -1.176 -0.633 -3.351
H 0.974 -2.642 0.844
H 2.310 -1.524 0.951
H 0.807 0.311 3.928
H -0.451 -0.264 6.010
H -2.292 -1.924 5.940
H -2.854 -3.081 3.804
H -1.625 -2.545 1.780
H 2.527 -1.293 -3.632
H 3.875 -2.048 -2.886
H 3.412 -1.150 -0.810
H 2.402 2.669 -0.786
H 4.814 0.386 -1.483
C -0.708 6.543 0.678
C -1.841 5.686 0.125
C -1.768 4.227 0.591
C -0.513 3.607 0.144
N 0.463 3.111 -0.208
H 0.265 6.190 0.333
H -0.815 7.576 0.346
H -0.708 6.536 1.770
H -1.818 5.724 -0.966
H -2.796 6.110 0.440
H -2.605 3.659 0.183
H -1.820 4.170 1.680
```

As for the SMILES: CCC[C@H](C)[C@@]1(CC(=O)c2ccccc2)OC(=O)C[C@H]1P(=O)(O)O.CCCC#N. For the relative energy (zero: lowest compared OMol25 entry of this formula, charge and spin), the calculation gives 0.000 eV. The value obtained for the HOMO energy is -9.541 eV. For the LUMO energy, the calculation gives 0.37 eV. Its multiplicity is 1. For the electronic energy, the calculation gives -1665.79367 Ha. As for the gap between HOMO and LUMO: 9.91 eV.